{
  "formula": "C32H53AsBInN4S3Si2",
  "method": "ωB97M-V/def2-TZVPD",
  "symbols": ["In", "As", "S", "S", "S", "Si", "Si", "N", "N", "N", "N", "C", "C", "C", "C", "C", "C", "C", "C", "C", "C", "C", "C", "C", "C", "C", "C", "C", "C", "C", "C", "C", "C", "C", "C", "C", "C", "C", "C", "C", "C", "C", "C", "B", "H", "H", "H", "H", "H", "H", "H", "H", "H", "H", "H", "H", "H", "H", "H", "H", "H", "H", "H", "H", "H", "H", "H", "H", "H", "H", "H", "H", "H", "H", "H", "H", "H", "H", "H", "H", "H", "H", "H", "H", "H", "H", "H", "H", "H", "H", "H", "H", "H", "H", "H", "H", "H"],
  "coordinates": [[0.012, -0.008, 0.862], [-0.030, -0.359, -4.577], [-0.188, -0.089, 3.537], [-0.009, -0.655, -2.523], [-1.514, -2.065, 0.494], [2.591, -0.214, 0.537], [-1.541, 2.027, 0.291], [-2.890, -0.026, 3.919], [-2.135, -2.044, 3.668], [-0.395, -3.670, 2.482], [0.339, -4.079, 0.479], [-2.881, 1.394, 4.247], [-0.784, 4.315, -1.229], [3.086, -1.409, -0.819], [-3.997, -0.862, 3.907], [3.435, -0.875, 2.111], [2.466, 1.852, -1.370], [4.902, -1.239, 1.837], [-6.094, 0.843, 0.309], [-5.154, 0.029, -0.310], [-1.793, -0.410, -5.345], [-4.341, 2.387, 0.913], [3.117, 1.551, -0.006], [-5.687, 2.028, 0.916], [-0.652, 5.111, -2.364], [0.911, -1.740, -5.526], [2.626, 2.621, 0.991], [-1.712, 2.545, -2.555], [-0.501, -3.291, 1.201], [0.959, -4.984, 1.318], [4.642, 1.658, -0.151], [-1.773, -0.754, 3.715], [-3.810, 0.393, -0.305], [0.489, -4.030, -0.974], [-3.373, 1.572, 0.315], [-3.520, -2.115, 3.755], [0.775, 1.283, -5.169], [-1.603, 3.347, -3.687], [-1.309, 3.018, -1.299], [0.505, -4.720, 2.558], [2.684, -2.159, 2.514], [-1.064, 4.628, -3.598], [3.377, 0.127, 3.278], [-1.186, -3.274, 3.812], [1.643, -1.960, 2.782], [-0.426, -4.359, -1.462], [3.763, -0.347, 4.194], [-7.142, 0.560, 0.313], [0.444, 2.075, -4.505], [-0.473, 4.713, -0.267], [-5.005, -0.488, 4.014], [-2.174, 1.573, 5.052], [3.994, 1.012, 3.084], [-2.589, 1.996, 3.399], [0.483, 1.501, -6.196], [5.498, -0.378, 1.519], [2.774, 1.139, -2.143], [4.993, -2.014, 1.065], [3.130, 2.555, 1.959], [0.701, -3.020, -1.306], [-0.342, -3.031, 4.647], [4.910, 2.652, -0.539], [-3.883, 1.676, 4.563], [-4.039, -3.060, 3.712], [-0.979, 5.248, -4.483], [2.836, -2.441, -0.534], [0.903, -1.546, -6.600], [-1.886, -4.224, 4.111], [-1.943, 2.984, -4.647], [-5.463, -0.895, -0.789], [2.764, 2.861, -1.698], [2.552, -1.182, -1.747], [4.167, -1.359, -1.004], [2.359, 0.463, 3.492], [-1.352, 3.075, 1.334], [-2.364, 0.445, -4.997], [1.547, 2.552, 1.176], [-3.089, -0.257, -0.795], [1.933, -1.776, -5.158], [3.167, -2.612, 3.396], [-1.732, -0.403, -6.435], [1.373, 1.829, -1.328], [2.820, 3.626, 0.584], [-4.041, 3.324, 1.378], [5.356, -1.633, 2.758], [-0.243, 6.112, -2.281], [-6.418, 2.674, 1.388], [-2.141, 1.554, -2.640], [5.043, 0.911, -0.849], [1.308, -4.689, -1.250], [0.419, -2.684, -5.312], [0.756, -5.173, 3.506], [2.696, -2.909, 1.713], [1.854, 1.177, -5.100], [1.670, -5.715, 0.959], [-2.270, -1.321, -4.999], [5.156, 1.533, 0.809]],
  "atomic_forces_ev_per_a": [[-0.11, 0.02, 0.13], [0.06, 0.05, 0.07], [-0.30, -0.11, -0.03], [-0.19, -0.11, -0.06], [0.29, -0.07, 0.20], [-0.25, 0.18, 0.01], [-0.06, -0.14, -0.03], [-0.16, 0.39, -0.14], [-0.04, -0.26, -0.17], [-0.25, -0.13, 0.07], [-0.03, -0.05, -0.42], [-0.20, -0.25, -0.03], [0.05, -0.12, -0.11], [0.03, -0.23, -0.30], [0.18, 0.20, 0.13], [-0.07, 0.02, 0.26], [0.15, 0.06, 0.01], [0.07, -0.11, 0.05], [0.04, 0.09, 0.03], [0.10, 0.04, 0.00], [0.01, 0.07, -0.11], [-0.06, -0.04, 0.02], [-0.06, 0.16, 0.08], [0.13, -0.08, -0.06], [-0.03, -0.11, 0.07], [0.04, -0.02, -0.15], [0.11, 0.01, -0.11], [-0.03, 0.30, 0.05], [0.37, -0.22, 0.26], [-0.01, 0.07, -0.29], [0.02, 0.11, -0.02], [-0.19, -0.09, 0.13], [-0.06, 0.06, 0.06], [-0.03, -0.09, 0.28], [-0.14, -0.24, 0.00], [0.38, -0.08, 0.01], [0.00, -0.01, -0.08], [0.04, 0.10, 0.24], [0.17, 0.19, -0.15], [-0.24, 0.29, 0.25], [0.18, -0.01, 0.10], [-0.04, -0.10, 0.04], [0.18, -0.12, 0.01], [0.03, -0.04, 0.02], [0.13, 0.00, -0.01], [-0.07, -0.04, 0.01], [-0.07, 0.07, -0.14], [0.09, 0.03, 0.01], [0.01, 0.09, 0.03], [-0.02, -0.03, -0.06], [0.20, -0.03, -0.01], [0.02, -0.01, 0.07], [-0.06, -0.16, 0.02], [0.07, 0.08, -0.30], [0.03, 0.00, 0.01], [-0.06, -0.12, 0.05], [-0.01, 0.07, 0.09], [-0.02, 0.13, 0.16], [-0.06, 0.00, -0.12], [0.02, 0.11, 0.01], [-0.13, -0.06, -0.11], [-0.02, -0.14, 0.04], [-0.01, 0.00, 0.00], [0.14, 0.13, 0.01], [-0.01, -0.04, 0.04], [0.12, 0.21, -0.06], [0.00, -0.01, 0.06], [0.12, 0.14, -0.09], [-0.06, -0.07, -0.11], [0.04, 0.09, 0.05], [-0.05, -0.15, 0.04], [0.11, -0.08, 0.10], [-0.18, -0.02, 0.01], [0.10, -0.01, -0.03], [-0.02, 0.00, 0.12], [-0.05, 0.07, 0.04], [0.05, 0.00, -0.04], [-0.05, 0.03, 0.04], [0.05, -0.01, 0.01], [-0.07, 0.06, -0.17], [-0.01, 0.01, 0.05], [0.06, -0.01, 0.02], [-0.01, -0.14, 0.05], [-0.02, -0.10, -0.02], [-0.04, 0.03, -0.13], [0.00, -0.03, 0.00], [0.02, -0.01, -0.01], [0.00, -0.03, 0.00], [-0.06, 0.11, 0.11], [0.02, 0.00, 0.00], [-0.01, -0.10, 0.00], [-0.09, 0.09, -0.15], [0.04, 0.12, 0.11], [0.08, 0.01, 0.01], [-0.15, 0.18, 0.03], [-0.08, -0.10, 0.02], [-0.10, 0.06, -0.14]],
  "lowdin_charge": [0.211, 0.649, 0.654, 0.181, 0.630, 0.581, 0.591, -0.103, -0.022, 0.010, -0.111, -0.024, -0.113, -0.213, -0.034, -0.646, -0.123, -0.098, -0.098, -0.083, -0.250, -0.117, -0.652, -0.096, -0.089, -0.263, -0.098, -0.126, -0.663, -0.056, -0.098, -0.707, -0.135, -0.040, -0.338, -0.054, -0.240, -0.120, -0.330, -0.072, -0.122, -0.097, -0.099, -0.425, 0.015, 0.093, 0.090, 0.098, 0.007, 0.091, 0.122, 0.085, 0.068, 0.058, 0.042, 0.061, 0.064, 0.074, 0.064, 0.005, 0.076, 0.084, 0.094, 0.121, 0.100, 0.020, 0.039, 0.076, 0.093, 0.103, 0.089, -0.033, 0.035, 0.017, -0.020, 0.021, 0.044, 0.049, 0.035, 0.098, 0.040, 0.029, 0.088, 0.098, 0.086, 0.100, 0.097, 0.070, 0.078, 0.093, 0.034, 0.130, 0.061, 0.038, 0.126, 0.036, 0.064],
  "relative_energy_kcal_mol": 0.0,
  "charge": 0,
  "energy_ha": -5694.64137
}